[1]
94
Properties=species:S:1:pos:R:3:forces:R:3:lowdin_charge:R:1 method="wB97M-V/def2-TZVPD" max_force_ha_per_bohr=0.1203 total_charge=+1 e_homo_ev=-10.86 total_energy_ha=-2631.9681
C -0.374 -3.679 -3.610 -0.41 0.93 0.69 0.11
C -0.527 -2.464 -3.549 -0.19 -0.04 0.92 -0.10
C -0.867 -0.964 -3.191 -0.13 -1.28 -0.78 -0.12
C -0.415 -0.688 -1.693 1.80 -2.29 0.38 -0.23
C 1.182 -0.416 -1.593 -0.69 -0.31 -0.31 -0.05
C 1.404 0.766 -0.489 1.11 -0.79 -1.35 -0.19
C 2.094 1.931 -1.331 0.04 1.05 0.19 -0.15
C 3.471 1.475 -2.037 -0.32 0.75 0.36 -0.15
C 4.556 0.957 -1.004 0.46 0.30 -1.39 -0.17
F 4.575 1.856 0.102 -0.14 -1.31 -0.94 -0.08
C -0.041 0.986 0.141 0.16 0.34 -0.31 -0.32
C -0.504 2.416 0.635 0.37 1.12 -0.39 -0.12
C 0.589 3.262 1.423 0.20 0.20 0.73 -0.16
C 1.478 2.444 2.458 0.32 1.08 0.98 -0.17
C 2.878 3.164 2.811 0.45 -1.70 -0.27 -0.27
N 3.067 3.316 4.288 0.76 0.21 -0.58 -0.03
S -0.642 -0.244 1.443 -3.79 -0.41 4.87 0.82
O -0.893 0.415 2.735 2.12 -0.83 -2.56 -0.27
O -1.926 -0.860 1.031 3.49 0.38 -0.99 -0.26
F 0.543 -1.380 1.742 -1.54 1.82 -1.23 -0.19
N -0.913 0.578 -1.033 0.34 1.10 -2.16 0.08
H -0.331 -4.800 -3.498 0.04 1.99 -0.50 0.08
H -0.344 -0.278 -3.940 -0.69 -0.76 1.11 0.12
H -1.995 -0.872 -3.349 1.47 0.03 0.39 0.13
H -0.670 -1.610 -1.082 -0.15 1.40 -0.59 0.15
H 1.852 -1.302 -1.393 -1.27 0.68 0.05 0.14
H 1.415 -0.168 -2.674 0.21 0.44 1.51 0.11
H 2.193 0.486 0.270 -1.29 0.02 -0.60 0.14
H 2.387 2.838 -0.702 -0.58 -1.41 -0.57 0.11
H 1.362 2.334 -2.110 0.95 -0.59 0.72 0.12
H 3.883 2.433 -2.501 -0.52 -1.25 0.57 0.13
H 3.310 0.753 -2.890 0.28 0.62 1.10 0.11
H 4.440 -0.135 -0.711 -0.18 1.51 0.21 0.13
H 5.571 1.028 -1.521 -1.27 -0.05 0.82 0.13
H -0.757 3.012 -0.314 0.34 -1.06 1.28 0.09
H -1.457 2.416 1.251 1.16 -0.56 -0.79 0.14
H 1.264 3.891 0.749 -0.98 -1.08 0.55 0.10
H 0.009 4.030 2.040 0.75 -1.00 -0.92 0.14
H 0.899 2.428 3.443 0.80 -0.42 -1.34 0.11
H 1.742 1.392 2.142 -0.60 1.09 0.30 0.09
H 3.024 4.146 2.269 -0.36 -0.94 0.77 0.11
H 3.709 2.453 2.467 -1.11 1.08 -0.17 0.10
H 3.196 2.386 4.734 -0.42 0.62 -0.54 0.05
H 4.003 3.753 4.371 -0.80 -0.18 0.23 0.07
H -0.614 1.286 -1.738 -0.45 -0.02 0.41 0.18
H -1.930 0.736 -0.965 0.28 -0.54 0.57 0.20
O 2.288 0.302 5.651 -0.36 0.44 -0.17 0.10
C 1.214 0.432 6.177 0.60 -0.10 0.04 -0.48
O 0.470 1.566 6.108 0.35 -0.32 -0.19 0.02
C -0.696 1.425 6.931 -0.43 0.22 0.19 -0.15
C -0.901 -0.067 7.076 -0.39 -0.36 0.17 -0.16
C 0.520 -0.595 7.033 -0.50 -0.09 -0.11 -0.08
H -0.507 1.915 7.890 0.03 -0.01 -0.06 0.13
H -1.546 1.909 6.449 0.24 0.11 -0.07 0.13
H -1.445 -0.340 7.981 0.02 0.10 -0.06 0.12
H -1.461 -0.450 6.218 0.02 0.06 0.07 0.12
H 0.982 -0.604 8.023 0.10 -0.07 -0.10 0.14
H 0.568 -1.583 6.578 0.33 0.06 0.14 0.13
O -1.605 4.151 -1.569 -0.21 0.44 -0.12 0.07
C -1.125 5.210 -1.903 -0.27 -0.08 -0.24 -0.46
O -1.765 6.392 -1.787 0.13 -0.86 0.14 0.06
C -0.965 7.431 -2.374 0.10 0.64 -0.19 -0.14
C 0.448 6.894 -2.367 0.53 0.19 -0.04 -0.15
C 0.227 5.405 -2.540 0.26 0.30 0.22 -0.08
H -1.332 7.624 -3.385 -0.04 -0.06 0.07 0.13
H -1.059 8.343 -1.785 -0.24 -0.18 0.02 0.13
H 1.081 7.338 -3.135 -0.11 0.02 0.05 0.13
H 0.912 7.085 -1.395 -0.04 0.02 -0.09 0.13
H 0.169 5.121 -3.594 -0.01 -0.13 0.06 0.14
H 0.991 4.822 -2.026 -0.15 -0.22 -0.17 0.11
O -2.194 -5.181 -6.434 -0.53 0.51 0.05 0.11
C -3.262 -5.066 -5.897 0.90 -0.33 -0.05 -0.49
O -4.017 -3.934 -5.930 0.27 -0.15 -0.14 0.02
C -5.173 -4.107 -5.099 -0.38 0.19 0.13 -0.17
C -5.364 -5.604 -4.988 -0.38 -0.37 0.20 -0.16
C -3.940 -6.120 -5.059 -0.55 -0.07 -0.09 -0.08
H -4.978 -3.640 -4.130 0.02 -0.03 -0.03 0.12
H -6.032 -3.618 -5.561 0.23 0.11 -0.06 0.13
H -5.896 -5.904 -4.085 0.01 0.10 -0.06 0.12
H -5.930 -5.970 -5.850 0.02 0.06 0.08 0.12
H -3.468 -6.149 -4.074 0.09 -0.06 -0.08 0.13
H -3.889 -7.096 -5.539 0.33 0.07 0.13 0.13
O -1.407 -4.904 -0.725 0.49 -0.25 -0.09 0.10
C -0.586 -5.163 0.114 -0.66 0.00 -0.19 -0.48
O 0.314 -6.175 0.005 -0.29 0.35 -0.21 0.03
C 1.068 -6.277 1.221 0.37 -0.27 0.26 -0.15
C 0.950 -4.919 1.877 0.20 0.29 0.42 -0.16
C -0.429 -4.466 1.440 0.47 0.08 0.14 -0.08
H 0.635 -7.074 1.833 -0.01 0.04 -0.06 0.13
H 2.103 -6.532 0.991 -0.18 -0.10 -0.18 0.13
H 1.080 -4.951 2.959 0.03 -0.07 -0.09 0.12
H 1.706 -4.242 1.467 -0.02 -0.07 0.05 0.12
H -1.208 -4.816 2.121 -0.07 0.10 -0.10 0.14
H -0.479 -3.387 1.323 -0.38 -0.17 -0.02 0.08

[2]
98
Properties=species:S:1:pos:R:3:forces:R:3:lowdin_charge:R:1 method="wB97M-V/def2-TZVPD" max_force_ha_per_bohr=0.1141 total_charge=-1 e_homo_ev=-4.66 total_energy_ha=-4629.0636
C 1.847 2.167 7.901 1.07 0.62 -0.73 -0.22
C 2.303 1.599 6.451 -1.89 -1.91 -0.19 -0.73
I 4.077 2.519 5.631 -0.94 -0.45 0.43 0.88
C 1.639 0.588 5.726 2.33 2.22 1.56 -0.57
I -0.107 -0.283 6.769 1.18 0.39 -0.77 0.84
C 1.959 -0.009 4.299 -1.61 -1.25 -2.91 -0.45
C 0.499 0.077 3.554 -2.82 0.22 -1.58 -0.16
C 0.137 1.522 3.034 -2.55 -2.30 -0.86 0.00
C -1.172 1.802 2.259 1.54 -4.49 1.74 -0.06
C -2.112 0.571 2.008 2.07 -0.61 1.45 -0.07
C -1.781 -0.859 2.534 2.52 2.87 0.57 -0.07
C -0.449 -1.111 3.306 -0.98 3.84 -1.36 -0.07
O 2.746 0.674 3.318 -0.03 0.58 2.91 -0.39
P 3.595 -0.273 2.120 2.17 -0.40 -1.22 0.53
F 4.189 1.172 1.299 -1.26 -0.58 0.50 -0.43
O 3.336 -1.769 3.029 -1.86 1.57 1.73 -0.38
C 2.584 -1.526 4.260 -0.47 -2.58 0.01 -0.28
C 3.423 -2.015 5.559 2.44 -0.95 -1.77 -0.06
C 4.770 -2.856 4.890 2.06 1.39 -1.00 -0.17
C 6.134 -2.886 5.905 -1.76 1.37 0.51 -0.10
O 5.955 -2.002 4.549 -5.20 -2.16 1.63 -0.19
H 1.532 1.351 8.628 0.16 1.01 -1.24 0.03
H 1.031 2.969 7.733 1.17 -1.48 0.39 0.09
H 2.755 2.698 8.387 -1.46 -0.83 -0.95 0.06
H 0.859 2.387 3.197 -0.98 -1.55 -0.17 0.10
H -1.388 2.852 1.883 0.16 -1.70 0.51 0.08
H -3.091 0.728 1.427 1.81 -0.29 1.16 0.04
H -2.479 -1.758 2.374 1.10 1.79 0.11 0.08
H -0.200 -2.158 3.668 -0.34 1.65 -0.51 0.08
H 4.842 -0.198 2.830 -0.43 0.41 -0.02 0.02
H 4.189 -1.041 1.050 0.07 -0.19 0.32 -0.03
H 2.348 -0.312 1.392 0.29 0.26 0.31 0.02
H 1.810 -2.385 4.179 0.45 1.90 0.38 0.13
H 2.881 -2.818 6.170 0.57 1.49 -0.68 0.11
H 3.880 -1.174 6.173 -0.71 -1.13 -0.66 0.11
H 4.536 -3.842 4.245 0.91 2.52 1.52 0.16
H 5.389 -2.585 6.767 0.77 0.75 -1.05 0.04
H 6.833 -2.039 6.179 0.65 -1.99 0.06 0.10
C -4.902 0.925 -3.394 -0.06 -0.05 0.00 -0.24
C -6.282 1.404 -2.941 -0.20 0.09 -0.08 -0.22
C -6.574 0.747 -1.590 -0.47 0.14 -0.21 -0.22
S -4.985 0.452 -0.822 0.14 0.22 0.14 0.67
O -4.785 -0.975 -0.713 -0.03 0.25 0.22 -0.32
O -4.827 1.343 0.307 -0.16 -0.47 -0.18 -0.34
C -3.997 1.060 -2.177 0.27 0.08 -0.44 -0.22
H -4.529 1.506 -4.237 -0.04 -0.02 0.20 0.08
H -4.959 -0.124 -3.705 0.03 0.06 0.00 0.12
H -6.269 2.493 -2.826 0.03 -0.09 -0.03 0.13
H -7.053 1.161 -3.671 0.14 0.08 0.14 0.09
H -7.171 1.395 -0.948 0.13 -0.18 0.10 0.10
H -7.074 -0.216 -1.713 0.15 0.03 0.11 0.10
H -3.079 0.478 -2.258 -0.06 0.01 0.24 0.11
H -3.762 2.107 -1.975 -0.02 -0.11 0.07 0.11
C -5.054 1.453 -9.254 0.16 0.08 -0.12 -0.22
C -4.156 0.659 -8.304 -0.01 -0.25 -0.07 -0.22
C -4.206 1.349 -6.940 0.57 -0.24 -0.05 -0.23
S -5.800 2.158 -6.847 -0.12 -0.14 -0.20 0.68
O -5.589 3.587 -6.810 -0.19 -0.23 0.27 -0.32
O -6.627 1.474 -5.877 0.06 0.45 -0.18 -0.33
C -6.344 1.709 -8.486 -0.11 -0.09 -0.48 -0.23
H -5.241 0.911 -10.183 0.00 0.03 0.10 0.12
H -4.574 2.404 -9.508 -0.10 -0.04 0.00 0.12
H -4.536 -0.363 -8.214 0.06 0.15 -0.07 0.08
H -3.131 0.595 -8.676 -0.09 -0.01 0.07 0.12
H -4.116 0.632 -6.124 -0.07 0.18 -0.02 0.09
H -3.433 2.114 -6.850 -0.18 0.04 0.08 0.11
H -6.945 2.512 -8.912 -0.01 0.00 0.22 0.11
H -6.939 0.797 -8.402 0.04 0.09 0.07 0.11
C 10.299 2.565 7.378 0.10 -0.13 -0.05 -0.23
C 9.440 2.810 6.136 0.14 0.08 -0.16 -0.22
C 7.985 2.538 6.522 0.08 -0.12 -0.58 -0.24
S 7.861 2.879 8.274 -0.30 0.18 -0.08 0.65
O 7.571 1.644 8.964 -0.06 0.35 0.05 -0.32
O 7.077 4.077 8.472 0.05 -0.39 0.23 -0.34
C 9.584 3.273 8.521 0.54 0.03 0.07 -0.24
H 11.317 2.939 7.248 -0.07 -0.04 0.03 0.11
H 10.357 1.490 7.580 0.01 0.09 0.03 0.12
H 9.549 3.853 5.819 -0.01 -0.08 0.04 0.12
H 9.750 2.180 5.299 -0.07 0.07 0.07 0.12
H 7.297 3.186 5.978 -0.07 -0.13 0.21 0.07
H 7.718 1.493 6.362 -0.08 0.11 0.12 0.11
H 9.906 2.933 9.505 -0.20 0.04 -0.01 0.11
H 9.694 4.357 8.442 -0.09 -0.08 0.03 0.11
C -2.570 -4.679 -8.090 0.11 0.08 0.11 -0.22
C -3.632 -5.123 -7.081 0.11 -0.19 0.12 -0.22
C -4.891 -4.295 -7.347 -0.04 -0.12 0.58 -0.22
S -4.849 -3.863 -9.083 -0.12 -0.43 -0.13 0.67
O -4.699 -2.430 -9.198 -0.23 -0.16 -0.16 -0.33
O -5.888 -4.587 -9.779 0.10 0.51 0.02 -0.32
C -3.277 -4.627 -9.438 0.49 -0.12 -0.05 -0.23
H -1.719 -5.362 -8.109 -0.07 0.09 -0.01 0.12
H -2.200 -3.684 -7.822 0.00 -0.08 -0.06 0.12
H -3.852 -6.185 -7.228 0.02 0.10 0.00 0.12
H -3.289 -4.998 -6.052 -0.07 -0.02 -0.10 0.12
H -5.798 -4.863 -7.137 -0.01 0.20 -0.15 0.11
H -4.890 -3.369 -6.769 -0.04 -0.02 -0.16 0.11
H -2.738 -4.042 -10.183 -0.20 0.02 -0.02 0.11
H -3.472 -5.632 -9.819 -0.08 0.12 0.00 0.11